No. 1
A molecular structure, C38H38BCl5FN11O3V, computed with ωB97M-V/def2-TZVPD.

The value obtained for the highest occupied orbital energy (spin up / spin down) is -12.71 / -12.72 eV. The HOMO-LUMO gap (spin up / spin down) is 6.800 / 7.422 eV. Its charge is +2. The value obtained for the largest force on an atom is 0.45 eV Å⁻¹. Its multiplicity is 2.

The geometry in XYZ format:
```
98
C38H38BCl5FN11O3V | the OMol25 dataset | ωB97M-V/def2-TZVPD
V -2.14800 -0.60509 2.43075
C -2.95317 2.40250 0.53233
C -2.65667 1.11840 -0.16621
C -2.47377 0.88976 -1.52936
C -2.27065 -0.47145 -1.64875
N -2.33621 -1.01793 -0.43202
N -2.56293 -0.04816 0.48393
B -2.28543 -2.51494 -0.01121
N -3.50083 -2.72847 0.92832
C -4.46429 -3.65311 0.87676
C -5.39497 -3.37596 1.85418
C -4.92244 -2.24275 2.50953
C -5.60622 -1.51776 3.61809
N -3.75200 -1.86725 1.95737
N -1.01214 -2.74185 0.84968
C 0.04872 -3.53643 0.75020
C 0.88147 -3.31868 1.84133
C 0.26098 -2.35087 2.60338
C 0.70766 -1.76632 3.89604
N -0.90129 -2.00769 1.99565
N -2.38547 -3.37941 -1.23285
C -3.44140 -3.43847 -2.09002
C -3.07526 -4.21024 -3.15621
C -1.73894 -4.58691 -2.88608
C -0.83208 -5.42923 -3.72065
N -1.33054 -4.07593 -1.73973
H -3.52012 3.05659 -0.12759
H -2.04493 2.93263 0.82054
H -3.54646 2.23461 1.43016
H -2.51966 1.61791 -2.32031
H -2.10739 -1.08833 -2.51718
H -4.42878 -4.44339 0.14613
H -6.30471 -3.91084 2.06320
H -6.67939 -1.68129 3.53769
H -5.42403 -0.44591 3.57837
H -5.28816 -1.89069 4.59279
H 0.13566 -4.19264 -0.09826
H 1.81603 -3.80816 2.05196
H 1.78113 -1.90472 4.00550
H 0.21779 -2.27258 4.73014
H 0.48226 -0.70405 3.96613
H -4.36794 -2.92886 -1.87734
H -3.67800 -4.47917 -4.00657
H -1.36449 -6.28852 -4.12598
H 0.00596 -5.78724 -3.12611
H -0.43677 -4.85916 -4.56278
C 4.11047 4.85658 0.90586
C 2.69826 4.93967 0.35071
N 2.05117 3.62168 0.25361
C 1.20802 3.23971 1.22048
C 0.57990 2.02541 1.29884
C -0.31733 1.87827 2.46853
O -0.49156 2.74396 3.28329
O -0.95908 0.69673 2.58317
C 0.82457 1.02051 0.28018
O 0.33951 -0.09928 0.24133
C 1.75337 1.47174 -0.79311
C 2.03509 0.58032 -1.82746
C 2.89586 0.95298 -2.82122
F 3.20222 0.08256 -3.80579
C 3.49491 2.21511 -2.84786
C 3.21772 3.09775 -1.82314
C 2.35032 2.73690 -0.78418
N 4.40076 2.60954 -3.88281
C 5.73687 2.04569 -3.75230
C 6.70372 2.81244 -4.63391
N 6.20934 2.78164 -6.05713
C 4.79677 3.29747 -6.16979
C 3.91096 2.48408 -5.24727
H 4.54890 5.85274 0.95257
H 4.75287 4.22823 0.28882
H 4.10133 4.44319 1.91429
H 2.67147 5.41050 -0.63149
H 2.07030 5.54634 0.99986
H 1.01791 3.96824 1.99898
H 1.57695 -0.40021 -1.81583
H 3.68504 4.07054 -1.86008
H 5.76121 0.97502 -4.01312
H 6.07520 2.13675 -2.72110
H 7.70200 2.37972 -4.61947
H 6.75064 3.86119 -4.34662
H 6.23918 1.81858 -6.40155
H 6.83228 3.32540 -6.65586
H 4.49439 3.20894 -7.21131
H 4.82385 4.34548 -5.87782
H 3.88241 1.44117 -5.59485
H 2.89656 2.87581 -5.31077
Cl -3.41014 1.38148 4.18623
C -3.06770 -0.07488 5.07630
C -2.65999 -1.16856 4.33121
C -2.59317 -2.39964 4.98210
Cl -2.32489 -3.85906 4.09678
C -2.80872 -2.49192 6.35798
Cl -2.68537 -4.00088 7.15898
C -3.14485 -1.34691 7.09075
Cl -3.41258 -1.45339 8.77341
C -3.30427 -0.12190 6.44241
Cl -3.80480 1.27462 7.29424
```

Here are the Mulliken charges for atoms 1 to 4, given in e: -2.14, -1.22, 0.55, -1.75

---

No. 2
A molecular structure, C38H38ErN6OS4, computed with ωB97M-V/def2-TZVPD.

The value obtained for the highest occupied orbital energy (spin up / spin down) is -4.03 / -4.04 eV. The HOMO-LUMO gap (spin up / spin down) is 5.432 / 5.437 eV. Its charge is -1. The value obtained for the largest force on an atom is 3.16 eV Å⁻¹. Its multiplicity is 4.

The geometry in XYZ format:
```
88
C38H38ErN6OS4 | the OMol25 dataset | ωB97M-V/def2-TZVPD
Er -1.28700 0.31254 -0.77694
C -2.54677 4.16930 -3.31006
C -2.50944 2.75371 -2.87193
N -1.43696 2.35101 -2.19507
N -0.71939 3.40326 -1.70478
C 0.47252 3.03265 -1.26604
S 1.13970 1.45905 -1.27683
S 1.48765 4.17008 -0.42652
C 0.65156 5.76905 -0.54417
C 0.50654 6.39595 0.81645
C -0.45444 5.82617 1.68512
C -0.63982 6.38517 2.97228
C 0.22598 7.35166 3.39860
C 1.25580 7.84471 2.56833
C 1.38747 7.35101 1.28710
C -3.59724 1.82654 -3.19847
C -4.84982 2.36086 -3.64457
C -5.80505 1.51955 -4.13182
C -5.59896 0.13338 -4.19094
C -4.52145 -0.41280 -3.48486
C -3.49420 0.39629 -3.00248
O -2.46493 -0.20762 -2.45509
H -1.49388 4.45608 -3.53094
H -2.96050 4.85360 -2.53657
H -3.22384 4.27244 -4.16991
H -0.33253 5.73898 -1.00722
H 1.28805 6.41423 -1.10202
H -1.09585 5.03688 1.33018
H -1.44814 6.04529 3.60686
H 0.13761 7.76224 4.43820
H 1.94805 8.61410 2.94345
H 2.21821 7.75135 0.70553
H -5.02667 3.41489 -3.63850
H -6.78203 1.88480 -4.39661
H -6.31757 -0.45489 -4.77312
H -4.41143 -1.50811 -3.32426
S -2.50497 1.97354 0.91975
C -3.61672 0.98617 1.81510
C -4.43470 1.72603 2.68740
N -5.03335 2.35247 3.47572
C -3.75188 -0.39387 1.76692
S -3.10128 -1.39829 0.55409
C -4.61627 -0.94452 2.79265
N -5.23597 -1.54802 3.57925
C 1.48071 -6.02449 -3.48760
C 2.30686 -5.04198 -2.67679
C 2.98868 -5.77105 -1.46009
C 3.46160 -4.48228 -3.55264
C 1.43966 -3.92018 -2.14691
C 0.34626 -3.52248 -2.94508
C -0.43043 -2.46256 -2.48116
N -0.24462 -1.88008 -1.26485
C 0.75961 -2.34733 -0.48410
C 1.70838 -3.28861 -0.95035
C 0.85009 -1.79365 0.87450
C 1.73758 -2.29041 1.80124
C 1.87090 -1.72581 3.08166
C 1.01861 -0.61900 3.42088
C 0.09314 -0.24961 2.44695
N 0.03907 -0.73098 1.16380
C 2.92121 -2.31524 4.00412
C 4.33686 -2.25117 3.35988
C 2.61476 -3.79112 4.32639
C 3.11200 -1.53149 5.33425
H 1.97140 -6.99938 -3.52983
H 1.46313 -5.72758 -4.55889
H 0.46415 -6.11723 -3.11147
H 3.49816 -6.65342 -1.83566
H 2.30176 -6.06500 -0.71053
H 3.72916 -5.07829 -0.99747
H 4.09812 -5.34696 -3.78246
H 4.13009 -3.80041 -2.95253
H 3.06775 -3.95382 -4.43782
H 0.06607 -3.97553 -3.87937
H -1.23417 -2.06625 -3.05249
H 2.59554 -3.51982 -0.36093
H 2.36866 -3.20046 1.58293
H 1.11760 -0.08365 4.36321
H -0.68506 0.47265 2.65283
H 4.44868 -2.83724 2.41070
H 5.12201 -2.58572 4.08421
H 4.49665 -1.19511 3.09057
H 2.58610 -4.36478 3.38180
H 1.62519 -3.92186 4.80079
H 3.40430 -4.18116 5.02121
H 3.60544 -0.57839 5.15971
H 3.78339 -2.04165 6.06611
H 2.15884 -1.36628 5.84805
```

Here are the Mulliken charges for atoms 1 to 4, given in e: 0.50, -1.63, 0.93, 0.06

---

No. 3
C38H38N2O5S in the gas phase, computed with ωB97M-V/def2-TZVPD.

The value obtained for the highest occupied orbital energy is -7.72 eV. Its SMILES is CCOC(=O)[C@@H]([C@H](/C=C/N1[C@H](Cc2ccccc2)C(=O)N(C)[C@H]1/C=C/c1ccccc1)c1ccccc1)S(=O)(=O)c1ccccc1. The HOMO-LUMO gap is 7.834 eV. Its charge is 0. The value obtained for the largest force on an atom is 5.10 eV Å⁻¹.

The geometry in XYZ format:
```
84
C38H38N2O5S | the OMol25 dataset | ωB97M-V/def2-TZVPD
C -2.12396 -5.45434 2.44993
C -1.09501 -4.35618 2.37513
O -0.99921 -3.94855 0.97588
C -0.06086 -3.03212 0.72992
O 0.57246 -2.59163 1.70116
C -0.02964 -2.55439 -0.72265
C -1.01449 -0.97791 -0.56232
C -0.50050 0.26329 -0.13584
C 0.25906 1.02101 -1.03511
N 0.71108 2.27902 -0.75749
C 1.85494 2.87015 -1.44065
C 2.99634 1.88354 -1.66744
C 3.42072 1.25099 -0.35641
C 4.42631 1.78771 0.45301
C 4.67424 1.21730 1.70645
C 3.89244 0.15435 2.17251
C 2.91371 -0.39658 1.35098
C 2.77651 0.09292 0.06045
C 2.29173 3.98688 -0.48180
O 3.22272 4.77366 -0.64655
N 1.45698 3.94044 0.59874
C 1.64256 4.77557 1.75942
C 0.44460 2.90213 0.56219
C -0.95711 3.43881 0.74908
C -1.40531 4.46374 -0.00950
C -2.68316 5.15075 0.14841
C -2.96653 6.27364 -0.66592
C -4.15006 6.98303 -0.50756
C -5.09169 6.57271 0.44399
C -4.83183 5.45842 1.24912
C -3.63778 4.74850 1.11384
C -2.23496 -1.47561 0.06934
C -2.79242 -2.72037 -0.29749
C -4.04590 -3.13396 0.14731
C -4.82216 -2.31019 0.95511
C -4.27215 -1.11121 1.42731
C -2.97697 -0.73505 1.03041
S 1.61166 -2.66864 -1.43688
O 1.54111 -1.69222 -2.50954
O 2.62947 -2.63681 -0.41842
C 2.07920 -4.25994 -2.17473
C 3.03563 -5.07495 -1.53778
C 3.64172 -6.13819 -2.21472
C 3.30163 -6.43080 -3.53739
C 2.37122 -5.61268 -4.18507
C 1.77158 -4.53313 -3.51949
H -2.23221 -5.78760 3.48746
H -3.09979 -5.09876 2.09918
H -1.78498 -6.29767 1.83089
H -1.37567 -3.46734 2.94446
H -0.10347 -4.69889 2.68699
H -0.54784 -3.15887 -1.47839
H -0.85464 -1.14898 -1.71867
H -0.73062 0.68526 0.85088
H 0.43488 0.71490 -2.07257
H 1.53318 3.31856 -2.39712
H 2.70468 1.10560 -2.39305
H 3.83720 2.45711 -2.08143
H 4.98708 2.65979 0.09402
H 5.46104 1.63904 2.33272
H 4.06385 -0.27357 3.15432
H 2.24924 -1.18513 1.69487
H 2.10302 -0.37295 -0.64798
H 2.44142 5.48680 1.54915
H 0.71213 5.30486 1.97037
H 1.90746 4.16818 2.63213
H 0.63928 2.18624 1.37688
H -1.57695 2.95023 1.51592
H -0.77355 4.83588 -0.83359
H -2.21764 6.57183 -1.40366
H -4.33822 7.85568 -1.12575
H -6.02264 7.11888 0.55879
H -5.55686 5.13365 1.99049
H -3.40957 3.88900 1.74932
H -2.28862 -3.36786 -0.99373
H -4.39434 -4.12786 -0.13856
H -5.80529 -2.62028 1.29890
H -4.82355 -0.46960 2.12849
H -2.55538 0.19681 1.43821
H 3.32985 -4.88444 -0.50929
H 4.37508 -6.75070 -1.68966
H 3.72205 -7.29467 -4.05400
H 2.09019 -5.82234 -5.22047
H 1.05231 -3.89394 -4.03547
```

Here are the Mulliken charges for atoms 1 to 4, given in e: -1.16, -0.24, -0.20, -0.72

---

- What is the charge in the second record?
  -1

---

- What is the formula in the third record?
  C38H38N2O5S

---

- What is the formula in the first record?
  C38H38BCl5FN11O3V